Entry from OMol25: a structure of composition C16H30BCsF2MgN3O12S2 (wB97M-V/def2-TZVPD).

Values from the calculation:
Highest occupied orbital energy ... -0.3601 hartree
LUMO ... -8.21 eV
Frontier orbital gap ... 1.59 eV
Charge ... +1
Relative energy (zero: lowest compared OMol25 entry of this formula, charge and spin) ... 0.0 kJ/mol

XYZ file:
```
68
Properties=species:S:1:pos:R:3:forces:R:3
N 2.917 -1.703 2.689 -1.66 1.87 -2.59
C 2.039 -1.307 1.545 1.26 -0.67 0.00
C 2.115 -2.366 0.447 -1.19 -0.52 0.37
O 1.963 -3.646 1.085 0.56 0.04 0.01
C 1.023 -2.277 -0.628 1.24 0.72 -0.66
B 0.503 -0.807 -1.089 0.03 -0.71 -0.23
C -0.635 0.036 -0.198 -0.61 1.06 -1.30
C -1.812 -0.842 0.113 0.38 -0.49 0.47
C -2.913 -0.083 0.860 -0.30 -0.34 0.47
C -2.384 0.830 1.914 -0.06 2.84 -0.45
O -2.385 2.051 1.811 -0.02 -2.40 0.55
O -1.896 0.217 3.056 -0.08 0.26 -0.15
C 1.751 0.216 -1.382 0.56 0.83 1.14
O 1.684 1.427 -0.697 0.13 0.00 0.26
O 2.994 1.995 -0.617 0.10 -0.12 -0.34
H 3.640 -2.327 2.358 -0.24 -0.42 -0.29
H 2.319 -2.159 3.349 -0.88 -0.38 -1.60
H 1.029 -1.269 1.927 -0.39 0.32 0.00
H 2.378 -0.344 1.198 -0.26 0.39 -0.18
H 3.094 -2.409 -0.007 0.42 0.20 -0.04
H 1.146 -3.611 1.590 -0.31 -0.24 -0.09
H 0.207 -2.918 -0.312 -0.56 0.11 -0.14
H 1.446 -2.752 -1.508 -0.05 -0.47 -0.18
H -0.124 -1.029 -2.140 -0.66 -0.17 0.52
H -0.141 0.506 0.656 0.52 -0.09 0.05
H -0.975 0.855 -0.819 -0.16 0.43 0.07
H -2.237 -1.292 -0.766 -0.20 -0.15 -0.30
H -1.502 -1.656 0.759 0.10 -0.39 0.08
H -3.602 0.426 0.209 0.07 0.45 -0.32
H -3.489 -0.848 1.366 -0.25 -0.27 0.06
H -1.043 -0.169 2.846 0.11 -0.17 0.05
H 2.734 -0.215 -1.247 0.35 -0.09 0.01
H 1.629 0.469 -2.460 -0.57 -0.67 -0.39
H 3.166 1.985 0.333 -0.15 0.13 0.22
N 2.409 0.073 -5.111 0.10 -0.11 0.22
C 3.270 -0.925 -5.293 0.00 -0.04 0.03
C 4.282 -0.906 -6.246 -0.08 0.02 0.04
C 4.404 0.210 -7.054 0.08 0.04 -0.09
C 3.506 1.248 -6.864 0.05 -0.08 -0.02
C 2.537 1.136 -5.889 -0.22 0.27 0.02
H 3.139 -1.781 -4.642 0.04 -0.04 -0.03
H 4.954 -1.746 -6.350 -0.01 -0.03 0.00
H 5.175 0.269 -7.810 0.01 0.00 0.00
H 3.550 2.162 -7.476 0.38 -0.77 0.13
H 1.817 1.937 -5.716 0.04 0.00 -0.04
Cs 3.717 -2.318 4.883 2.48 -0.87 4.77
C 2.269 4.646 4.799 0.12 0.09 -0.02
O 0.950 4.720 5.331 0.12 0.09 0.02
C 0.160 3.692 5.018 -0.02 0.07 -0.04
O 0.490 2.744 4.345 -0.01 -0.13 0.08
O -1.018 3.909 5.574 -0.02 0.00 0.06
C -2.017 2.906 5.349 -0.21 -0.12 -0.03
H 2.786 5.540 5.133 -0.09 0.05 0.06
H 2.789 3.768 5.178 -0.03 -0.06 -0.06
H 2.246 4.630 3.711 -0.01 -0.09 -0.02
H -1.697 1.950 5.756 0.07 -0.03 -0.07
H -2.235 2.812 4.291 0.11 -0.07 -0.12
H -2.906 3.241 5.873 0.07 0.11 0.07
Mg 2.599 3.938 -7.704 -0.42 0.75 -0.08
N -6.399 -2.643 -1.359 0.19 0.09 0.42
S -7.973 -2.381 -1.242 -1.17 0.14 -0.72
O -8.319 -1.129 -0.660 0.28 0.08 0.08
O -8.743 -3.525 -0.893 0.26 -0.19 0.08
F -8.248 -2.180 -2.782 0.33 -0.07 0.05
S -5.675 -2.844 0.016 0.27 0.06 1.09
O -4.250 -2.754 -0.083 0.33 0.04 -0.81
O -6.181 -3.874 0.859 -0.26 -0.18 -0.16
F -6.024 -1.507 0.814 0.02 0.09 -0.01
```
Forces are in eV/Å.